Entry 1:
Molecular formula: CHNO4
Method: DFT, ωB97M-V/def2-TZVPD

Calculated values
HOMO level (alpha / beta): -10.230 / -9.888 eV
Energy relative to the best compared isomer or geometry (same formula, charge and spin): 588.2 kJ/mol

Each line ends with the natural charge from an NBO analysis.
Atoms and positions in Å:
C: -0.091 0.156 -0.736  0.738
N: 0.892 0.910 -0.509  0.128
O: -1.229 0.029 -0.903  -0.501
O: 2.015 1.107 -0.773  -0.184
O: -0.645 -0.669 1.457  -0.375
O: 0.390 -0.870 0.650  -0.262
H: -1.332 -0.663 0.813  0.456



Entry 2:
Molecular formula: CHNOS2
Method: DFT, ωB97M-V/def2-TZVPD

Calculated values
HOMO level (alpha / beta): -8.583 / -8.588 eV
Energy relative to the best compared isomer or geometry (same formula, charge and spin): 38.0 kJ/mol

Each line ends with the natural charge from an NBO analysis.
Atoms and positions in Å:
C: -1.440 -0.405 -0.011  0.430
N: 1.472 0.534 -0.530  -0.767
O: -1.103 -0.619 -1.096  -0.463
S: -2.019 -0.287 1.429  0.035
S: 2.004 1.169 0.770  0.411
H: 1.086 -0.392 -0.561  0.353



Entry 3:
Molecular formula: CHNP2S2
Method: DFT, ωB97M-V/def2-TZVPD

Calculated values
HOMO level (alpha / beta): -7.507 / -7.505 eV
Energy relative to the best compared isomer or geometry (same formula, charge and spin): 180.6 kJ/mol

Each line ends with the natural charge from an NBO analysis.
Atoms and positions in Å:
C: 0.211 0.447 -0.429  0.144
N: 1.087 1.231 -0.627  -0.618
P: -0.183 -1.751 -1.821  0.265
P: -1.202 0.041 0.703  0.520
S: -1.101 -2.125 -0.088  -0.222
S: -0.350 0.139 2.461  -0.534
H: 1.539 2.017 -0.199  0.444



Entry 4:
Molecular formula: CHNS4
Method: DFT, ωB97M-V/def2-TZVPD

Calculated values
HOMO level: -9.011 eV
Energy relative to the best compared isomer or geometry (same formula, charge and spin): 268.3 kJ/mol

Each line ends with the natural charge from an NBO analysis.
Atoms and positions in Å:
C: 0.258 0.587 -0.101  0.041
N: -0.886 -0.008 -0.246  -0.722
S: 0.583 2.130 -0.257  0.009
S: -1.651 -1.593 -0.422  0.319
S: -2.518 0.293 -0.099  0.384
S: 1.628 -1.053 0.214  -0.190
H: 2.585 -0.357 0.912  0.159



Entry 5:
Molecular formula: CHO5S
Method: DFT, ωB97M-V/def2-TZVPD

Calculated values
Charge: -1
HOMO level: -5.245 eV
Energy relative to the best compared isomer or geometry (same formula, charge and spin): 767.3 kJ/mol

Each line ends with the natural charge from an NBO analysis.
Atoms and positions in Å:
C: 0.815 -0.806 0.073  0.243
O: 2.288 1.222 -1.075  -0.991
O: 2.416 0.995 1.316  -0.983
O: 3.311 -0.704 -0.244  -0.986
O: 0.821 -1.894 -0.736  -0.294
O: 0.861 -2.014 0.668  -0.290
S: 2.404 0.356 0.039  2.409
H: -0.973 -0.151 -0.293  -0.108



Entry 6:
Molecular formula: CHOP3
Method: DFT, ωB97M-V/def2-TZVPD

Calculated values
HOMO level (alpha / beta): -7.902 / -8.088 eV
Energy relative to the best compared isomer or geometry (same formula, charge and spin): 328.2 kJ/mol

Each line ends with the natural charge from an NBO analysis.
Atoms and positions in Å:
C: 1.945 -0.335 -0.099  -0.730
O: -2.016 -0.504 -0.114  -1.039
P: 1.050 -0.503 1.192  0.534
P: -2.199 0.925 0.874  0.434
P: -1.121 0.765 -0.802  0.600
H: 2.341 -0.348 -1.050  0.200



Entry 7:
Molecular formula: CI2NO2
Method: DFT, ωB97M-V/def2-TZVPD

Calculated values
Charge: -1
Multiplicity: 3
HOMO level (alpha / beta): -1.714 / -4.332 eV
Energy relative to the best compared isomer or geometry (same formula, charge and spin): 7.6 kJ/mol

Each line ends with the natural charge from an NBO analysis.
Atoms and positions in Å:
C: -0.536 1.492 -0.204  1.031
N: 1.311 -1.588 0.490  -0.799
O: -0.982 1.167 -1.210  -0.516
O: -0.343 2.045 0.791  -0.534
I: -0.394 -1.252 1.646  -0.137
I: 0.944 -1.863 -1.513  -0.045



Entry 8:
Molecular formula: CI3NO2
Method: DFT, ωB97M-V/def2-TZVPD

Calculated values
HOMO level: -9.551 eV
Energy relative to the best compared isomer or geometry (same formula, charge and spin): 0.0 kJ/mol

Each line ends with the natural charge from an NBO analysis.
Atoms and positions in Å:
C: 0.706 0.024 0.055  -0.705
N: -1.015 -0.029 -0.055  0.524
O: -1.488 -0.959 0.425  -0.335
O: -1.540 0.934 -0.485  -0.361
I: 1.020 0.310 2.158  0.289
I: 1.244 -1.842 -0.834  0.272
I: 1.072 1.563 -1.265  0.317



Entry 9:
Molecular formula: CIO4S
Method: DFT, ωB97M-V/def2-TZVPD

Calculated values
Charge: -1
HOMO level: -5.359 eV
Energy relative to the best compared isomer or geometry (same formula, charge and spin): 24.1 kJ/mol

Each line ends with the natural charge from an NBO analysis.
Atoms and positions in Å:
C: 0.567 -0.931 0.903  0.199
O: 1.698 0.603 -1.262  -0.954
O: 0.711 -2.141 0.915  -0.556
O: 0.667 1.646 0.599  -0.985
O: -0.771 0.155 -0.767  -0.958
S: 0.581 0.568 -0.342  2.338
I: -0.397 -0.158 2.700  -0.084



Entry 10:
Molecular formula: CN2O3S
Method: DFT, ωB97M-V/def2-TZVPD

Calculated values
HOMO level (alpha / beta): -9.441 / -9.442 eV
Energy relative to the best compared isomer or geometry (same formula, charge and spin): 48.4 kJ/mol

Each line ends with the natural charge from an NBO analysis.
Atoms and positions in Å:
C: 0.392 -0.285 -0.166  0.685
N: -0.874 0.042 -0.470  -0.854
N: 1.614 0.423 -0.552  0.122
O: 0.874 -1.266 0.415  -0.520
O: 2.111 1.190 0.226  -0.239
O: -2.939 0.413 0.778  -0.796
S: -2.423 -0.023 -0.446  1.602



Entry 11:
Molecular formula: CN2O3S
Method: DFT, ωB97M-V/def2-TZVPD

Calculated values
HOMO level (alpha / beta): -8.755 / -8.943 eV
Energy relative to the best compared isomer or geometry (same formula, charge and spin): 228.4 kJ/mol

Each line ends with the natural charge from an NBO analysis.
Atoms and positions in Å:
C: -1.544 0.541 -0.589  0.491
N: -1.828 1.389 0.126  -0.327
N: 0.184 -0.726 -1.488  0.430
O: -1.152 -0.203 -1.573  -0.373
O: 0.803 -0.380 -0.510  -0.265
O: 2.451 -0.448 2.127  -0.735
S: 1.086 -0.172 1.906  0.779



Entry 12:
Molecular formula: CN2O3S
Method: DFT, ωB97M-V/def2-TZVPD

Calculated values
Multiplicity: 3
HOMO level (alpha / beta): -8.959 / -9.036 eV
Energy relative to the best compared isomer or geometry (same formula, charge and spin): 339.2 kJ/mol

Each line ends with the natural charge from an NBO analysis.
Atoms and positions in Å:
C: -0.046 0.962 0.329  -0.104
N: 0.472 -1.128 0.016  0.530
N: -1.012 0.971 -0.382  0.145
O: -0.364 -1.944 -0.115  -0.245
O: 1.621 -1.016 0.189  -0.286
O: -2.124 0.722 -0.713  -0.268
S: 1.452 1.434 0.676  0.228



Entry 13:
Molecular formula: CN3O2S
Method: DFT, ωB97M-V/def2-TZVPD

Calculated values
Charge: -1
HOMO level (alpha / beta): -5.311 / -5.311 eV
Energy relative to the best compared isomer or geometry (same formula, charge and spin): 123.6 kJ/mol

Each line ends with the natural charge from an NBO analysis.
Atoms and positions in Å:
C: 2.060 0.306 0.047  0.047
N: 2.576 1.266 0.440  -0.405
N: -0.656 -0.725 0.689  -0.213
N: -1.469 -0.109 -0.090  0.485
O: -2.573 0.203 0.513  -0.517
O: -1.268 0.221 -1.292  -0.511
S: 1.331 -1.162 -0.306  0.114



Entry 14:
Molecular formula: CN4O2
Method: DFT, ωB97M-V/def2-TZVPD

Calculated values
HOMO level (alpha / beta): -10.396 / -10.214 eV
Energy relative to the best compared isomer or geometry (same formula, charge and spin): 764.8 kJ/mol

Each line ends with the natural charge from an NBO analysis.
Atoms and positions in Å:
C: 0.229 -0.763 -0.560  0.297
N: -1.060 -0.999 0.175  -0.275
N: 0.717 0.462 -1.141  -0.150
N: -1.575 0.025 0.525  0.382
N: 1.227 0.058 -0.067  0.309
O: -1.445 1.183 0.385  -0.258
O: 1.989 0.330 0.813  -0.305



Entry 15:
Molecular formula: CN4O3
Method: DFT, ωB97M-V/def2-TZVPD

Calculated values
Charge: -2
HOMO level: -1.733 eV
Energy relative to the best compared isomer or geometry (same formula, charge and spin): 0.0 kJ/mol

Each line ends with the natural charge from an NBO analysis.
Atoms and positions in Å:
C: 6.225 -1.230 0.040  0.578
N: 5.292 -1.883 -0.180  -0.784
N: 6.312 2.103 -0.335  0.000
N: 5.354 1.902 0.203  -0.004
N: -11.575 0.098 0.221  0.201
O: 7.286 -0.665 0.257  -0.790
O: -11.328 -1.067 -0.207  -0.600
O: -10.739 1.032 0.024  -0.601



Entry 16:
Molecular formula: CNO3S2
Method: DFT, ωB97M-V/def2-TZVPD

Calculated values
Charge: -1
HOMO level: -5.087 eV
Energy relative to the best compared isomer or geometry (same formula, charge and spin): 67.6 kJ/mol

Each line ends with the natural charge from an NBO analysis.
Atoms and positions in Å:
C: 0.310 0.899 -1.178  0.558
N: 0.698 0.935 -2.236  -0.490
O: 0.368 -1.417 -0.293  -0.932
O: -1.764 -0.456 0.620  -0.934
O: 0.075 1.035 0.013  -0.652
S: 0.624 -0.454 2.416  -0.591
S: -0.311 -0.542 0.657  2.040



Entry 17:
Molecular formula: CNO4S
Method: DFT, ωB97M-V/def2-TZVPD

Calculated values
Charge: -1
HOMO level (alpha / beta): -3.305 / -3.318 eV
Energy relative to the best compared isomer or geometry (same formula, charge and spin): 413.2 kJ/mol

Each line ends with the natural charge from an NBO analysis.
Atoms and positions in Å:
C: 0.358 1.652 -0.653  1.048
N: 0.068 -1.933 0.607  0.506
O: 0.605 1.212 -1.708  -0.558
O: 0.223 2.096 0.422  -0.561
O: -0.355 -2.353 1.674  -0.336
O: 1.146 -1.391 0.435  -0.323
S: -2.044 0.717 -0.777  -0.776



Entry 18:
Molecular formula: CNaO3Tl
Method: DFT, ωB97M-V/def2-TZVPD

Calculated values
Charge: +2
HOMO level (alpha / beta): -18.311 / -18.294 eV

Each line ends with the natural charge from an NBO analysis.
Atoms and positions in Å:
Na: -3.436 -2.672 -0.013  0.999
O: -0.680 -2.361 0.746  -0.029
O: 0.641 2.080 -0.328  -0.247
O: 1.792 1.372 -0.189  -0.490
C: -0.062 2.261 -1.231  0.778
Tl: 1.745 -0.680 1.016  0.990



Entry 19:
Molecular formula: CO7S2
Method: DFT, ωB97M-V/def2-TZVPD

Calculated values
Charge: -2
HOMO level (alpha / beta): -0.062 / -0.061 eV
Energy relative to the best compared isomer or geometry (same formula, charge and spin): 20.0 kJ/mol

Each line ends with the natural charge from an NBO analysis.
Atoms and positions in Å:
C: -1.266 -2.028 -0.286  0.829
O: -1.988 -1.973 0.671  -0.648
O: -0.428 2.446 1.339  -1.013
O: -1.058 -2.524 -1.347  -0.633
O: 1.222 -0.833 -1.121  -0.989
O: 0.928 -1.122 1.325  -1.016
O: -0.055 2.278 -1.144  -1.026
O: 1.852 2.366 0.345  -1.019
S: 0.377 -0.583 0.015  1.425
S: 0.417 1.972 0.204  2.090



Entry 20:
Molecular formula: COPS2
Method: DFT, ωB97M-V/def2-TZVPD

Calculated values
Charge: -1
HOMO level: -3.349 eV
Energy relative to the best compared isomer or geometry (same formula, charge and spin): 32.2 kJ/mol

Each line ends with the natural charge from an NBO analysis.
Atoms and positions in Å:
C: 0.607 -0.350 -0.164  0.139
O: 0.882 -1.477 0.001  -0.575
P: -0.694 0.737 -0.753  0.463
S: -1.950 -0.152 0.482  -0.719
S: 1.156 1.242 0.434  -0.309



What are the strongest force on any atom values for these records? In order: 0.0697; 0.0296; 0.0285; 0.0653; 0.0637; 0.0940; 0.0392; 0.0932; 0.0726; 0.0931; 0.1001; 0.0594; 0.0465; 0.0575; 0.0775; 0.0776; 0.0498; 0.0502; 0.0652; 0.0399 Eh/bohr.